ORCA calculation (ωB97M-V/def2-TZVPD) on a molecular structure, C20H43O2P3Sc.

## Properties
max |F| = 4.09 eV Å⁻¹
energy above the lowest of the compared OMol25 structures with the same formula, charge and spin = 0.0 kJ/mol
total charge = +3
orbital gap = 0.1782 hartree
HOMO energy = -15.71 eV

Last column: Löwdin charge in e.
CARTESIAN COORDINATES (ANGSTROEM)
C  3.297  -0.714  2.455  0.04
H  -4.368  -0.789  0.564  0.07
H  -3.069  5.313  0.048  0.12
C  -2.758  -2.601  -0.915  -0.24
C  0.545  -0.502  4.650  -0.07
C  -1.476  2.558  1.290  -0.39
P  0.719  1.040  -2.879  0.85
H  -2.202  -3.536  -0.782  0.03
H  2.886  -3.407  -2.035  0.08
C  -2.805  4.520  0.749  -0.06
C  -3.184  3.344  2.828  -0.05
H  0.885  -3.534  0.918  0.06
H  -0.237  3.235  -2.508  0.08
H  -1.158  3.780  -0.460  0.08
O  1.835  -0.057  0.684  -0.13
C  0.671  -3.835  -0.116  -0.22
C  -3.534  4.359  1.931  -0.05
H  -4.373  5.019  2.175  0.13
H  -1.776  1.691  3.237  0.11
C  2.189  0.807  -3.885  -0.18
H  -1.525  1.558  -3.584  0.09
C  0.741  2.761  -2.336  -0.17
H  -1.558  -1.315  2.463  0.04
H  4.323  1.589  0.986  0.14
C  2.663  -2.454  -1.533  -0.24
H  -1.463  -2.935  1.718  0.04
C  0.246  -3.011  -2.821  -0.22
H  -0.492  -0.837  4.752  0.06
H  -2.754  -2.326  -1.976  0.05
P  0.865  -2.384  -1.214  0.78
H  3.959  0.806  -0.576  0.09
H  2.010  1.320  -4.835  0.09
C  -2.029  -1.994  1.739  -0.22
H  3.002  -1.768  2.438  0.12
C  -2.123  2.471  2.543  -0.02
H  -3.775  0.262  -0.759  0.06
H  -1.086  -0.146  -3.962  0.07
H  1.488  3.331  -2.910  0.10
C  4.135  0.624  0.491  0.04
H  0.887  -3.840  -3.150  0.08
H  1.890  1.156  4.614  0.06
H  2.980  -1.623  -2.176  0.04
H  1.308  -1.286  4.578  0.05
C  -3.529  -0.168  0.221  -0.23
C  -1.747  3.669  0.454  -0.02
H  -0.348  -4.241  -0.157  0.05
C  0.857  0.796  4.658  -0.06
H  2.353  -0.264  -4.062  0.07
H  3.063  1.249  -3.385  0.08
H  -3.063  -2.198  2.050  0.08
H  3.226  -2.402  -0.592  0.06
Sc  0.155  0.297  -0.273  0.68
H  5.034  0.004  0.617  0.12
H  2.769  -0.237  3.289  0.07
H  0.983  2.866  -1.270  0.06
H  -3.367  0.652  0.932  0.04
H  -3.796  -2.756  -0.592  0.08
H  -0.447  1.194  -4.965  0.10
C  3.013  -0.056  1.171  -0.34
H  -3.713  3.228  3.778  0.12
C  -0.722  0.890  -3.944  -0.16
H  0.884  -0.231  -1.979  -0.04
O  -0.677  1.570  0.884  -0.24
H  0.279  -2.213  -3.574  0.03
H  0.079  1.562  4.746  0.06
P  -2.042  -1.227  0.071  0.78
H  -0.789  -3.360  -2.728  0.04
H  1.386  -4.614  -0.418  0.08
H  4.379  -0.657  2.627  0.12



ORCA calculation (ωB97M-V/def2-TZVPD) on a molecular structure, C20H43OP3ScSe.

## Properties
max |F| = 3.02 eV Å⁻¹
energy above the lowest of the compared OMol25 structures with the same formula, charge and spin = 93.6 kJ/mol
total charge = +3
orbital gap (spin up / spin down) = 0.2161 / 0.1223 hartree
HOMO energy (spin up / spin down) = -17.11 / -16.95 eV

Last column: Löwdin charge in e.
CARTESIAN COORDINATES (ANGSTROEM)
H  -2.991  3.384  -5.178  0.10
C  1.011  -0.294  3.944  -0.25
H  2.523  -3.633  -1.558  0.07
H  -3.653  0.352  -5.087  0.12
C  1.971  2.930  -2.689  -0.05
H  0.985  -3.869  -0.713  0.03
H  -1.770  2.348  4.730  0.12
C  1.141  -1.527  -2.776  -0.27
C  0.878  2.814  -1.792  -0.63
H  -2.542  -2.543  -0.813  0.05
H  3.585  0.603  3.150  0.07
H  3.206  -1.858  3.450  0.07
C  -1.751  1.848  2.705  -0.38
C  -2.729  -1.966  2.321  -0.26
C  1.734  3.059  -4.061  -0.03
P  1.613  -0.491  2.224  0.74
H  0.371  -4.027  1.699  0.03
C  3.183  -0.764  -1.017  -0.25
H  2.040  -1.829  -3.335  0.06
H  0.550  0.696  4.057  0.04
H  -2.762  -3.937  0.277  0.07
H  -1.648  2.876  -4.058  0.03
C  2.661  -1.987  2.502  -0.24
C  2.952  0.757  2.265  -0.28
H  -2.369  -1.716  3.328  0.05
H  -0.890  0.385  -1.360  -0.07
H  -3.568  2.278  -6.515  0.13
H  -1.180  -4.434  2.466  0.08
H  2.038  -2.888  2.580  0.03
H  2.983  2.970  -2.290  0.12
H  3.105  0.330  -1.028  0.02
H  -3.445  1.406  -3.505  0.11
C  1.898  -3.269  -0.735  -0.24
H  3.563  0.671  1.359  0.03
H  0.833  -0.517  -3.079  0.02
H  -1.247  -3.755  -0.658  0.04
H  2.501  1.758  2.296  0.01
H  0.304  3.187  -5.671  0.14
H  -1.683  3.866  3.146  0.12
C  0.440  3.052  -4.592  0.01
H  0.276  -1.079  4.170  0.04
C  -0.631  2.917  -3.694  -0.06
H  3.710  -1.091  -1.924  0.07
H  -1.284  2.681  -1.631  0.09
C  -3.422  1.319  -4.603  0.16
P  1.503  -1.497  -0.973  0.73
H  -3.042  3.437  2.134  0.14
H  -1.676  0.585  4.464  0.09
C  -0.435  2.793  -2.326  -0.16
H  1.852  -0.369  4.651  0.07
C  -0.486  -3.611  2.238  -0.24
Se  1.060  2.707  0.060  0.96
H  -3.411  -2.830  2.382  0.07
H  3.399  -2.113  1.699  0.04
H  2.421  -3.465  0.203  0.03
H  -3.196  1.525  4.262  0.14
C  -3.321  2.371  -5.443  0.15
Sc  -0.306  0.148  0.332  0.38
H  0.320  -2.224  -2.998  0.06
H  2.550  3.169  -4.775  0.13
H  -3.285  -1.104  1.927  0.04
C  -1.969  3.242  2.292  0.02
P  -1.278  -2.273  1.247  0.75
O  -1.335  0.969  1.883  -0.18
H  -1.368  3.493  1.402  0.06
H  -0.131  -3.216  3.197  0.04
C  -2.107  1.520  4.094  0.02
C  -2.032  -3.220  -0.116  -0.25
H  3.781  -1.048  -0.145  0.04



ORCA calculation (ωB97M-V/def2-TZVPD) on a molecular structure, C20H44AlNO7P.

## Properties
max |F| = 0.78 eV Å⁻¹
total charge = -1
orbital gap = 0.2501 hartree
HOMO energy = -4.74 eV

Last column: Löwdin charge in e.
CARTESIAN COORDINATES (ANGSTROEM)
H  3.531  4.524  5.267  0.03
C  1.747  0.214  0.566  -0.21
H  -1.091  3.302  -3.780  0.09
C  -0.260  3.241  -3.065  -0.12
C  -0.371  5.133  6.314  -0.14
H  3.118  0.633  -0.988  0.13
O  -0.353  2.097  -2.256  -0.19
H  0.663  -6.075  -5.598  0.12
H  -0.297  4.107  -2.408  0.09
H  0.685  3.259  -3.623  0.09
C  0.164  -0.256  -2.113  -0.19
C  -3.404  4.248  4.560  -0.12
C  -0.023  -0.274  2.019  -0.11
O  -0.274  -3.643  -5.640  -0.19
H  -2.711  2.545  3.294  0.09
H  -1.615  -8.685  -8.076  0.09
C  0.582  6.024  5.526  -0.20
Al  2.338  2.316  5.041  0.21
C  -0.636  -2.302  -5.405  -0.11
H  -0.105  -7.847  -8.493  0.09
H  1.315  -6.017  -3.952  0.13
H  0.435  0.999  -3.821  0.12
H  -1.270  0.666  -3.410  0.13
O  1.827  -0.168  7.210  -0.64
H  1.275  2.042  8.073  -0.08
P  1.269  1.207  6.910  0.45
C  0.557  -4.164  -4.617  -0.20
H  -0.023  -1.177  -2.669  0.10
H  -0.146  1.115  6.757  -0.08
H  0.024  -1.351  1.810  0.09
H  -2.948  -7.449  -6.137  0.13
C  -0.277  0.892  -2.992  -0.21
C  1.607  5.279  4.673  -0.31
H  -3.043  5.822  6.074  0.11
H  -1.298  -1.993  -6.211  0.09
H  -0.176  -8.873  -7.043  0.09
C  -2.501  3.306  4.031  -0.11
C  -1.905  -7.318  -5.816  -0.21
H  -1.568  -8.251  -5.347  0.13
C  -1.283  3.515  4.621  -0.10
H  -0.357  2.993  4.447  0.05
H  0.589  -0.049  2.897  0.07
H  -0.425  -0.290  -1.193  0.13
C  2.034  0.632  -0.855  -0.18
H  -0.012  6.706  4.911  0.11
C  2.481  4.294  5.478  -0.34
O  0.400  0.478  0.901  -0.20
H  1.665  1.644  -1.034  0.12
H  1.968  -0.856  0.680  0.13
H  1.139  6.642  6.240  0.11
H  0.244  -1.647  -5.393  0.09
N  -1.421  4.557  5.484  -0.11
C  -2.704  5.005  5.459  -0.13
H  1.456  2.122  3.693  -0.09
O  -1.102  -7.020  -6.944  -0.19
H  0.244  -3.779  -3.640  0.13
O  1.551  -0.273  -1.843  -0.13
H  -1.056  0.001  2.224  0.08
C  0.502  -5.673  -4.595  -0.18
H  -1.169  -2.199  -4.453  0.08
H  -2.661  -6.381  -4.084  0.13
H  3.779  1.630  4.822  -0.12
C  -1.850  -6.206  -4.795  -0.19
O  -0.675  -6.201  -4.008  -0.12
H  -4.447  4.353  4.312  0.08
H  2.255  6.044  4.232  0.09
H  -0.881  5.715  7.083  0.12
H  -2.017  -5.239  -5.275  0.12
H  1.595  -3.852  -4.794  0.13
H  0.180  4.330  6.803  0.10
H  2.408  0.774  1.241  0.13
C  -0.738  -8.168  -7.668  -0.12
H  2.356  4.473  6.552  0.03
H  1.108  4.797  3.827  0.08